(1)
{"formula": "C4H3NO2S", "method": "ωB97M-V/def2-TZVPD", "total_energy_ev": -20613.539, "mol_weight_g_mol": 129.14, "elements": ["H", "C", "H", "C", "C", "N", "O", "H", "S", "C", "O"], "xyz": [[-1.41, -1.56, -0.24], [1.53, -0.86, 0.10], [1.83, -1.84, 0.12], [0.19, -0.20, 0.25], [-1.16, -0.43, 0.05], [2.51, 0.06, -0.21], [1.89, 1.26, -0.13], [-3.36, -0.45, -0.03], [-2.53, 0.51, -0.10], [0.60, 1.28, 0.05], [-0.08, 2.24, 0.13]]}

***

(2)
{"formula": "C2H4N2OS", "method": "ωB97M-V/def2-TZVPD", "total_energy_ev": -18000.387, "mol_weight_g_mol": 104.13, "elements": ["H", "O", "S", "C", "C", "H", "H", "H", "N", "N"], "xyz": [[0.84, -0.39, 1.82], [0.16, 1.53, 1.54], [1.62, -2.15, -0.15], [0.52, -1.06, -0.76], [0.36, 0.38, 1.21], [-1.92, 0.57, -0.47], [0.21, -1.08, -1.83], [-0.70, 1.65, -0.57], [-0.98, 0.66, -0.80], [-0.13, -0.10, 0.01]]}

***

(3)
{"formula": "C9H16N2", "method": "ωB97M-V/def2-TZVPD", "total_energy_ev": -12568.927, "mol_weight_g_mol": 152.24, "elements": ["C", "C", "H", "H", "H", "H", "H", "H", "H", "N", "N", "C", "H", "H", "H", "H", "C", "C", "H", "C", "H", "C", "H", "C", "C", "H", "H"], "xyz": [[-2.42, 1.20, 0.43], [-0.21, -1.32, -0.01], [-1.30, -2.67, 1.07], [0.29, -2.71, 1.36], [2.27, 2.11, 1.34], [-0.90, -2.66, -1.46], [0.23, -1.43, -2.03], [0.17, 0.51, 1.15], [3.34, 1.74, 0.02], [-1.56, -0.42, -0.73], [-2.40, -0.05, 0.26], [2.32, 1.78, 0.30], [-0.17, 0.71, -1.79], [-0.70, -1.49, 2.19], [-3.11, 1.58, 1.28], [2.25, -0.11, 1.04], [0.09, -2.13, -1.24], [-1.43, 1.91, -0.39], [1.77, 2.40, -0.40], [-0.53, -2.03, 1.26], [0.71, -2.93, -1.07], [0.40, 0.05, 0.12], [2.38, -0.21, -0.61], [-0.61, 0.74, -0.86], [1.89, 0.28, 0.14], [-1.89, 2.34, -1.41], [-0.90, 2.81, 0.05]]}

***

(4)
{"formula": "C6H10O", "method": "ωB97M-V/def2-TZVPD", "total_energy_ev": -8426.464, "mol_weight_g_mol": 98.14, "elements": ["H", "C", "H", "O", "H", "H", "C", "H", "C", "H", "C", "H", "C", "H", "H", "H", "C"], "xyz": [[-1.06, 1.31, -0.67], [-0.72, -1.10, 0.71], [1.73, -1.15, -1.72], [1.25, 0.32, 0.79], [0.24, -0.18, -1.84], [-1.59, 2.19, 0.87], [-1.70, -0.01, 0.94], [2.86, 0.69, -0.51], [-1.47, 1.25, 0.34], [-2.34, -0.54, 0.16], [0.66, -0.88, 0.25], [-1.10, -2.12, 0.67], [1.76, 0.72, -0.49], [1.43, 1.72, -0.77], [1.23, -1.76, 0.57], [-2.24, -0.02, 1.89], [1.07, -0.45, -1.19]]}

***

(5)
{"formula": "C4H9N2O2", "method": "ωB97M-V/def2-TZVPD", "charge": -1, "total_energy_ev": -11369.581, "mol_weight_g_mol": 117.13, "elements": ["O", "H", "N", "H", "H", "C", "H", "C", "N", "H", "H", "C", "H", "H", "C", "O", "H"], "xyz": [[0.95, 3.07, -0.18], [0.71, -0.74, 0.72], [-0.53, -3.25, 1.19], [0.39, -3.44, 0.99], [-1.22, 0.44, -0.43], [0.45, 1.09, -1.27], [1.03, -1.70, -0.75], [0.51, 1.92, 0.03], [-0.55, -0.10, -1.04], [-1.66, -1.52, 0.84], [-0.04, 1.55, -2.14], [0.14, -1.15, -0.22], [1.48, 0.79, -1.58], [-0.72, -2.98, 2.13], [-0.94, -2.15, 0.28], [0.04, 1.36, 1.04], [-1.33, -2.66, -0.61]]}

***

(6)
{"formula": "C6H10O2", "method": "ωB97M-V/def2-TZVPD", "total_energy_ev": -10476.063, "mol_weight_g_mol": 114.14, "elements": ["H", "H", "H", "H", "C", "C", "H", "H", "H", "C", "O", "O", "C", "C", "H", "C", "H", "H"], "xyz": [[-0.44, -1.62, 0.72], [1.88, -0.02, 2.18], [-2.90, -1.17, 0.18], [1.75, 1.07, -1.59], [0.97, 0.06, -0.07], [-1.12, -0.11, -0.58], [2.52, 1.20, 1.00], [-3.22, 0.51, -0.28], [-2.07, 0.13, 1.24], [-2.45, -0.11, 0.26], [-0.44, 2.24, -0.13], [1.55, 0.06, -1.36], [-0.25, 0.97, -0.11], [-0.03, -1.14, -0.17], [2.89, -0.58, 0.41], [2.08, 0.14, 0.97], [-0.96, 0.21, -1.70], [0.23, -1.85, -0.96]]}

***

(7)
{"formula": "C4H11N4O3S2", "method": "ωB97M-V/def2-TZVPD", "charge": 1, "total_energy_ev": -38087.912, "mol_weight_g_mol": 227.29, "elements": ["H", "N", "C", "C", "O", "S", "S", "H", "H", "H", "C", "N", "N", "H", "H", "N", "H", "H", "H", "O", "H", "O", "H", "C"], "xyz": [[3.68, 1.33, -0.17], [-0.82, 0.10, 0.94], [2.82, -0.98, -0.13], [-1.41, 1.58, 0.14], [0.13, -2.27, 0.31], [0.16, -0.94, -0.20], [-2.98, 1.00, -0.62], [3.00, -1.24, -1.17], [2.33, 2.48, 0.32], [-0.70, 2.06, -0.49], [-2.93, -0.54, 0.23], [-4.00, -1.36, 0.22], [1.63, -0.13, 0.09], [3.68, -0.41, 0.22], [-1.50, 2.08, 1.11], [-1.97, -0.65, 1.12], [-1.76, -1.50, 1.74], [2.93, 2.50, -1.32], [-3.91, -2.34, 0.23], [-0.45, -0.76, -1.54], [2.47, -1.89, 0.45], [1.68, 0.96, -0.84], [-4.80, -0.94, -0.16], [2.73, 1.86, -0.46]]}

***

Q: Which formula does entry 1 have?
A: C4H3NO2S